ORCA calculation (ωB97M-V/def2-TZVPD) on a molecular structure, C7H23FN4O4P2S2.

Computed properties:
Electronic energy ... -2379.34823 a.u.
Maximum force ... 6.538 eV/A
Orbital gap ... 8.269 eV
ΔE to the lowest compared entry with this formula, charge and spin ... 168.2 kJ/mol
LUMO energy ... 0.2 eV

```
43
Properties=species:S:1:pos:R:3:forces:R:3:mulliken_charge:R:1
C 1.238947 4.298996 -2.437444 -0.6 -0.6 0.9 -1.073
P -0.176764 3.376350 -3.183915 0.6 -1.0 -2.5 0.072
O -0.021355 1.849901 -2.562830 0.3 1.7 0.6 -0.199
N -1.732273 4.086105 -2.560436 1.1 -0.4 0.3 -0.089
S -1.572555 5.419672 -1.445800 -0.2 0.3 0.8 -0.155
S -2.763278 2.953147 -1.931295 -1.1 1.0 0.8 1.037
O -4.064481 3.459485 -1.824443 -1.3 0.9 -0.8 -0.564
O -2.261455 2.405643 -0.739693 1.4 -1.2 0.7 -0.388
F -2.805674 1.887357 -3.052084 0.7 0.2 -0.1 -0.190
H 1.392569 5.239456 -2.964819 -0.1 0.0 0.2 0.363
H 2.125537 3.667280 -2.561077 -0.2 0.0 -0.3 0.360
H 1.096972 4.422495 -1.357968 0.1 0.4 -0.1 0.392
H 0.476016 1.901009 -1.725509 -0.3 -0.8 0.0 0.237
H -1.171251 6.426902 -2.258202 -0.4 -0.6 -0.4 0.159
O 1.057175 -0.520178 -0.836825 -3.2 0.4 -1.5 -0.907
P 0.209091 -1.267571 0.172531 4.7 -1.4 4.3 0.931
N 0.503888 -0.270502 1.530049 -0.2 0.3 0.5 0.245
C 1.513042 -0.389967 2.553047 0.2 -0.2 0.1 -1.004
C -0.117906 1.039639 1.479279 -0.3 -0.1 -0.3 -0.933
N 1.095655 -2.742463 0.095930 0.4 -0.2 -1.0 0.271
C 1.758475 -3.397932 1.200623 -0.6 -0.4 0.4 -1.176
C 1.867288 -2.975298 -1.123671 0.1 0.2 -0.1 -1.058
N -1.054924 -2.078578 1.000419 -1.1 0.2 -2.1 0.041
C -1.392267 -2.018025 2.405999 -0.4 0.8 0.3 -0.780
C -1.673336 -3.208436 0.308628 -0.1 0.0 -0.1 -1.033
H 1.059251 -0.281527 3.547627 0.0 0.1 0.0 0.348
H 2.293687 0.375347 2.452290 0.0 0.0 0.0 0.339
H 2.014360 -1.354120 2.558785 -0.1 0.0 -0.2 0.258
H -1.205948 0.961267 1.595683 0.0 0.2 -0.1 0.334
H 0.087470 1.538015 0.526512 -0.1 0.1 0.0 -0.015
H 0.241318 1.693905 2.273685 0.1 -0.2 0.1 0.447
H 2.742459 -2.958194 1.408181 0.0 0.0 0.0 0.336
H 1.919483 -4.455541 0.969267 0.0 0.0 -0.1 0.385
H 1.160400 -3.392503 2.112989 0.0 0.2 0.0 0.239
H 2.821693 -2.434382 -1.115043 0.0 0.0 -0.1 0.292
H 1.309899 -2.671252 -2.005427 0.0 0.1 0.0 0.316
H 2.078460 -4.042036 -1.239674 0.0 0.0 0.2 0.344
H -0.649425 -2.521219 3.032426 0.1 0.1 -0.1 0.208
H -2.354290 -2.501942 2.589444 0.0 -0.1 -0.2 0.362
H -1.517565 -0.995811 2.760316 0.2 0.0 0.0 0.234
H -1.202262 -4.154332 0.594320 0.0 0.0 0.0 0.314
H -1.584558 -3.097721 -0.771343 0.1 -0.1 0.0 0.324
H -2.741568 -3.272440 0.529468 0.0 0.1 0.1 0.375
```
Forces are in eV/Å.